Entry 1:
Formula: C23H42N10O5V
Source: the Open Molecules 2025 dataset
Level of theory: wB97M-V/def2-TZVPD

Calculated values
2S+1: 2
LUMO energy (spin up / spin down) (eV): 0.1 / 0.1
Frontier orbital gap (spin up / spin down) (eV): 6.082 / 5.485
HOMO (spin up / spin down) (eV): -5.99 / -5.39

Last column: Löwdin charge in e.
Cartesian coordinates (Å):
V (-0.765, -0.840, 0.609)  0.807
N (-4.447, -0.127, 0.226)  0.018
C (-4.147, -1.530, 0.487)  -0.239
C (-3.567, -2.244, -0.725)  -0.160
N (-2.093, -2.092, -0.950)  -0.188
C (-1.510, -3.452, -0.991)  -0.189
C (0.001, -3.468, -0.971)  -0.230
N (0.452, -2.704, 0.186)  -0.026
C (-1.860, -1.407, -2.232)  -0.194
C (-2.070, 0.081, -2.063)  -0.209
N (-1.077, 0.555, -1.097)  -0.013
H (-3.910, 0.470, 0.845)  0.050
H (-5.430, 0.071, 0.342)  0.071
H (-5.053, -2.070, 0.778)  0.116
H (-3.455, -1.633, 1.326)  0.101
H (-4.097, -1.889, -1.613)  0.120
H (-3.780, -3.311, -0.640)  0.112
H (-1.878, -4.008, -1.865)  0.132
H (-1.864, -3.976, -0.101)  0.130
H (0.411, -3.009, -1.874)  0.095
H (0.342, -4.509, -0.968)  0.121
H (1.462, -2.692, 0.263)  0.082
H (0.105, -3.112, 1.054)  0.086
H (-2.509, -1.818, -3.016)  0.127
H (-0.828, -1.585, -2.544)  0.107
H (-3.060, 0.261, -1.641)  0.096
H (-2.006, 0.588, -3.030)  0.115
H (-1.383, 1.398, -0.624)  0.077
H (-0.172, 0.773, -1.517)  0.048
O (-2.096, 0.440, 6.409)  0.134
C (-1.993, 0.092, 5.262)  -0.261
C (-1.236, -1.138, 4.754)  -0.304
O (-0.646, -1.947, 5.445)  0.085
C (-1.316, -1.055, 3.303)  -0.294
C (-1.992, 0.104, 2.894)  -0.312
O (-2.056, 0.415, 1.644)  -0.158
C (-2.486, 0.863, 4.035)  -0.303
O (-3.096, 1.914, 4.044)  0.092
O (-0.772, -1.833, 2.416)  -0.144
C (-0.274, 2.824, 1.405)  -0.021
N (0.318, 1.988, 2.418)  -0.073
C (0.504, 2.461, 3.779)  -0.084
C (1.434, 1.404, 4.387)  -0.086
N (1.807, 0.565, 3.247)  -0.054
C (2.177, -0.817, 3.514)  -0.024
C (1.080, 0.910, 2.142)  -0.366
N (1.089, 0.306, 0.972)  -0.007
C (2.369, -0.179, 0.478)  -0.227
C (2.322, -0.286, -1.043)  -0.243
N (1.980, 0.989, -1.636)  0.102
C (2.417, 1.356, -2.770)  -0.358
N (3.127, 0.652, -3.747)  -0.085
C (2.846, -0.744, -4.035)  -0.050
C (3.278, 1.483, -4.936)  -0.146
C (3.067, 2.888, -4.386)  -0.141
N (2.253, 2.699, -3.188)  -0.109
C (0.867, 3.142, -3.254)  -0.061
H (0.027, 3.862, 1.571)  0.094
H (-1.362, 2.751, 1.428)  0.088
H (0.109, 2.496, 0.439)  0.070
H (-0.446, 2.545, 4.310)  0.117
H (0.968, 3.452, 3.760)  0.123
H (0.918, 0.795, 5.133)  0.117
H (2.312, 1.845, 4.860)  0.121
H (1.785, -1.116, 4.488)  0.089
H (3.260, -0.952, 3.504)  0.090
H (1.709, -1.466, 2.780)  0.070
H (2.676, -1.161, 0.864)  0.089
H (3.171, 0.516, 0.750)  0.128
H (1.566, -1.040, -1.293)  0.073
H (3.293, -0.661, -1.392)  0.118
H (3.755, -1.261, -4.345)  0.093
H (2.116, -0.821, -4.851)  0.090
H (2.441, -1.256, -3.172)  0.053
H (2.521, 1.210, -5.683)  0.116
H (4.261, 1.357, -5.391)  0.122
H (2.583, 3.559, -5.092)  0.119
H (4.026, 3.327, -4.104)  0.118
H (0.296, 2.646, -4.051)  0.089
H (0.839, 4.218, -3.423)  0.086
H (0.391, 2.939, -2.297)  0.064


Entry 2:
Formula: C23H43Cl2N4O6SiV
Source: the Open Molecules 2025 dataset
Level of theory: wB97M-V/def2-TZVPD

Calculated values
2S+1: 4
Charge: -1
LUMO energy (spin up / spin down) (eV): 2.3 / 2.3
Frontier orbital gap (spin up / spin down) (eV): 4.917 / 6.822
HOMO (spin up / spin down) (eV): -2.60 / -4.51

Last column: Löwdin charge in e.
Cartesian coordinates (Å):
C (3.170, -2.435, -6.180)  -0.080
C (2.581, -1.714, -7.341)  -0.218
H (2.781, -3.463, -6.126)  0.083
H (2.899, -1.917, -5.248)  -0.042
H (4.269, -2.494, -6.251)  0.091
C (2.717, -2.223, -8.584)  -0.131
C (3.347, -3.544, -8.858)  -0.120
H (2.441, -1.655, -9.471)  0.087
H (2.919, -4.339, -8.230)  0.071
H (4.435, -3.531, -8.681)  0.078
H (3.189, -3.808, -9.909)  0.062
V (0.656, 0.224, -2.168)  0.309
Cl (1.674, 1.642, -3.789)  0.116
C (-0.388, 2.877, -2.136)  -0.332
O (-0.794, 1.689, -1.957)  -0.156
N (-1.166, 3.830, -2.647)  -0.172
C (-2.553, 3.507, -2.961)  -0.035
C (-0.560, 5.022, -3.227)  -0.042
H (0.640, 3.161, -1.889)  0.103
H (-3.040, 3.066, -2.083)  0.092
H (-2.635, 2.804, -3.805)  0.081
H (-3.045, 4.446, -3.221)  0.080
H (0.306, 5.294, -2.611)  0.095
H (-1.303, 5.826, -3.225)  0.079
H (-0.212, 4.840, -4.258)  0.091
H (-2.685, 1.801, 1.480)  0.092
H (-1.011, 1.822, 3.668)  0.089
C (-2.425, 0.735, 1.446)  -0.036
C (-0.925, 0.752, 3.427)  -0.060
N (-1.100, 0.516, 2.006)  -0.189
H (-2.431, 0.390, 0.412)  0.087
C (-0.058, 0.210, 1.207)  -0.247
O (-0.180, 0.013, -0.015)  -0.084
H (0.074, 0.403, 3.715)  0.090
H (0.923, 0.139, 1.718)  0.128
H (-3.155, 0.179, 2.043)  0.083
H (-1.688, 0.200, 3.992)  0.083
H (-0.108, -4.626, -0.300)  0.097
H (0.558, -3.421, -3.347)  0.003
C (-1.035, -4.509, -0.879)  -0.056
C (-0.469, -3.788, -3.198)  -0.055
N (-0.917, -3.442, -1.855)  -0.165
H (-1.850, -4.270, -0.187)  0.084
C (-0.992, -2.179, -1.436)  -0.247
O (-0.750, -1.190, -2.183)  -0.235
H (-1.123, -3.338, -3.953)  0.088
H (-1.280, -2.043, -0.381)  0.141
H (-1.246, -5.439, -1.404)  0.078
H (-0.509, -4.879, -3.265)  0.078
O (0.876, -0.548, -6.072)  -0.232
C (1.935, -0.368, -7.030)  -0.274
C (0.695, -0.100, -9.234)  -0.082
C (1.536, 0.433, -8.252)  -0.188
H (0.371, -1.143, -9.149)  0.116
C (0.258, 0.714, -10.286)  -0.087
H (2.698, 0.189, -6.468)  0.140
C (2.026, 1.735, -8.382)  -0.033
H (-0.425, 0.301, -11.024)  0.098
C (0.674, 2.046, -10.368)  -0.105
C (1.593, 2.541, -9.437)  -0.096
H (2.710, 2.104, -7.617)  0.124
H (0.291, 2.695, -11.161)  0.094
H (1.969, 3.566, -9.520)  0.099
Si (-0.620, 0.227, -5.936)  0.424
Cl (1.802, -1.461, -3.353)  0.137
C (-1.735, -0.376, -7.366)  -0.174
C (-0.539, 2.094, -6.158)  -0.186
C (-1.728, -0.247, -4.521)  -0.155
H (-1.700, 0.290, -8.236)  0.013
H (-2.777, -0.412, -7.017)  0.012
H (-1.452, -1.386, -7.688)  0.026
H (-1.425, -1.229, -4.159)  0.006
H (-2.762, -0.314, -4.891)  0.034
H (-1.709, 0.471, -3.691)  0.010
H (-0.356, 2.372, -7.207)  0.018
H (0.273, 2.509, -5.541)  -0.054
H (-1.489, 2.565, -5.860)  0.020
O (2.740, -0.007, 0.525)  -0.167
N (2.849, 1.086, -0.045)  -0.231
O (2.121, 1.311, -1.086)  -0.343


Entry 3:
Formula: C23H43Cl3CuN3O4Si
Source: the Open Molecules 2025 dataset
Level of theory: wB97M-V/def2-TZVPD

Calculated values
2S+1: 2
Charge: -1
LUMO energy (spin up / spin down) (eV): 2.5 / 2.1
Frontier orbital gap (spin up / spin down) (eV): 7.873 / 7.408
HOMO (spin up / spin down) (eV): -5.34 / -5.30

Last column: Löwdin charge in e.
Cartesian coordinates (Å):
C (2.642, -2.536, -2.683)  -0.049
C (2.058, -1.718, -3.794)  -0.223
H (2.371, -3.593, -2.791)  0.076
H (2.298, -2.170, -1.706)  0.004
H (3.744, -2.479, -2.687)  0.095
C (1.935, -2.178, -5.054)  -0.117
C (2.323, -3.551, -5.511)  -0.114
H (1.531, -1.534, -5.834)  0.091
H (1.913, -4.353, -4.880)  0.070
H (3.412, -3.703, -5.561)  0.077
H (1.935, -3.689, -6.531)  0.064
Cu (1.617, -0.028, 2.427)  -0.249
Cl (2.656, 1.246, 3.952)  -0.027
Cl (2.202, -1.003, 0.575)  0.060
C (0.317, 2.721, 2.210)  -0.299
O (0.001, 1.514, 2.260)  -0.072
N (-0.451, 3.732, 1.732)  -0.186
C (-1.832, 3.496, 1.329)  -0.041
C (0.195, 4.919, 1.163)  -0.055
H (1.279, 3.098, 2.590)  0.087
H (-2.428, 3.111, 2.167)  0.101
H (-1.888, 2.814, 0.464)  0.071
H (-2.245, 4.463, 1.021)  0.081
H (1.140, 5.059, 1.700)  0.088
H (-0.464, 5.789, 1.288)  0.082
H (0.374, 4.786, 0.079)  0.086
H (-0.003, -4.449, 3.526)  0.033
H (-0.168, -3.551, 0.726)  0.095
C (-1.074, -4.555, 3.259)  -0.105
C (-1.238, -3.671, 0.979)  -0.072
N (-1.502, -3.474, 2.384)  -0.221
H (-1.689, -4.556, 4.174)  0.083
C (-1.832, -2.223, 2.848)  -0.363
O (-2.327, -1.321, 2.173)  -0.023
H (-1.824, -2.959, 0.400)  0.058
H (-1.569, -2.058, 3.916)  0.104
H (-1.210, -5.514, 2.739)  0.076
H (-1.545, -4.682, 0.684)  0.078
O (0.708, -0.440, -2.303)  -0.207
C (1.627, -0.304, -3.392)  -0.268
C (-0.045, 0.323, -5.261)  -0.072
C (1.107, 0.614, -4.513)  -0.189
H (-0.624, -0.584, -5.048)  0.121
C (-0.418, 1.148, -6.334)  -0.078
H (2.552, 0.106, -2.947)  0.151
C (1.911, 1.688, -4.909)  -0.041
H (-1.337, 0.925, -6.882)  0.102
C (0.393, 2.225, -6.704)  -0.103
C (1.572, 2.479, -6.005)  -0.092
H (2.847, 1.834, -4.376)  0.115
H (0.120, 2.852, -7.552)  0.094
H (2.237, 3.286, -6.307)  0.097
Si (-0.656, 0.406, -1.766)  0.436
Cl (1.244, -2.150, 3.333)  0.017
C (-2.158, 0.040, -2.822)  -0.175
C (-0.244, 2.231, -2.007)  -0.142
C (-1.099, -0.302, -0.108)  -0.176
H (-2.140, 0.426, -3.845)  0.004
H (-3.042, 0.463, -2.329)  0.032
H (-2.307, -1.045, -2.861)  0.036
H (-1.545, -1.311, -0.122)  0.013
H (-1.753, 0.339, 0.499)  0.031
H (-0.138, -0.468, 0.411)  -0.053
H (-0.105, 2.479, -3.072)  0.024
H (0.675, 2.534, -1.490)  0.035
H (-1.049, 2.890, -1.652)  0.015
C (-2.081, 0.671, 6.808)  -0.062
N (-0.643, 0.612, 6.972)  -0.215
C (-0.044, 0.410, 8.272)  -0.071
C (0.070, 0.452, 5.824)  -0.346
O (-0.470, 0.093, 4.780)  -0.045
H (-2.553, 0.769, 7.782)  0.072
H (-2.449, -0.222, 6.287)  0.086
H (-2.320, 1.541, 6.184)  0.091
H (0.285, -0.635, 8.413)  0.088
H (0.841, 1.056, 8.361)  0.085
H (-0.780, 0.657, 9.044)  0.076
H (1.156, 0.714, 5.905)  0.071


Electronic energy readings, ordered: -75358.9193, -101407.1649, -127298.9102 eV